Entry 1:
Here is a cluster of 3 separate species, C3H4N2O3 in total at a distorted geometry from the OMol25 dataset. Energies are from the ωB97M-V functional and the def2-TZVPD basis.

Output
E_LUMO in eV: -1.16
Strongest force on any atom in eV/A: 8.1
Orbital gap in eV: 6.777
Highest occupied orbital energy in Ha: -0.292
DFT total energy in Eh: -451.5449

The geometry in XYZ format:
```
12
Properties=species:S:1:pos:R:3:forces:R:3
C 0.7580 0.3564 -0.0382 -0.113 1.506 -0.553
C -1.4432 -0.1173 0.1553 -0.668 -1.439 -3.545
C -1.2422 1.1727 0.0689 -1.345 7.669 -1.185
H 3.3461 -0.9894 -0.4959 -4.721 -0.847 2.932
H -0.0543 -1.6331 1.0620 0.300 1.770 -3.143
H -3.4765 -1.1288 -0.7705 4.817 0.635 3.269
H -1.6522 2.2784 -0.3668 -0.335 -3.681 1.957
N 2.0302 0.2891 -0.0311 -1.952 2.160 0.546
N -0.2175 -0.5799 -0.2992 2.389 -5.380 5.073
O 2.2909 -1.0145 0.0814 6.953 -2.588 -3.363
O -2.3188 -1.1495 0.0602 -4.981 0.678 -1.989
O 0.1170 1.5437 0.0793 -0.344 -0.482 -0.001
```
Forces are in eV/Å.

Entry 2:
Here is an isolated molecule of C3H4N2O3 at a distorted geometry from the OMol25 dataset. Energies are from the ωB97M-V functional and the def2-TZVPD basis.

Output
E_LUMO in eV: 0.85
Strongest force on any atom in eV/A: 2.5
Orbital gap in eV: 10.382
Highest occupied orbital energy in Ha: -0.350
DFT total energy in Eh: -451.8558
SMILES: COn1ncoc1=O

The geometry in XYZ format:
```
12
Properties=species:S:1:pos:R:3:forces:R:3
C 1.9008 0.7515 -0.1853 -0.962 0.183 0.168
O 1.0973 -0.4005 -0.6058 0.776 1.231 -0.811
N -0.1677 -0.2468 -0.2043 -0.135 -0.174 0.403
N -1.1704 0.3842 -0.8821 1.594 0.885 -1.275
C -2.1919 -0.0180 -0.2831 -0.855 -0.355 -0.075
O -1.9776 -0.9139 0.6704 0.122 -1.325 2.141
C -0.6071 -1.0689 0.7771 1.237 -0.101 -0.128
O 0.1096 -1.7171 1.4970 -1.583 -0.054 0.114
H 2.9190 0.4867 -0.4960 -0.285 0.138 0.489
H 1.7197 0.8627 0.9286 0.685 0.027 -1.306
H 1.5698 1.6718 -0.7472 0.270 -0.926 0.642
H -3.2017 0.2083 -0.4693 -0.865 0.470 -0.363
```
Forces are in eV/Å.

Entry 3:
Here is an isolated molecule of C3H4N2O3 at a distorted geometry from the OMol25 dataset. Energies are from the ωB97M-V functional and the def2-TZVPD basis.

Output
E_LUMO in eV: 0.48
Strongest force on any atom in eV/A: 2.5
Orbital gap in eV: 10.658
Highest occupied orbital energy in Ha: -0.374
DFT total energy in Eh: -451.9018
SMILES: OCc1nc(O)no1

The geometry in XYZ format:
```
12
Properties=species:S:1:pos:R:3:forces:R:3
O -2.2484 0.1585 -0.7907 -1.146 0.346 -1.839
C -1.5895 -0.2233 0.3448 0.081 1.679 1.793
C -0.1541 0.1137 0.1424 1.046 -0.245 -0.288
N 0.8379 -0.7096 -0.0239 -0.327 0.008 0.528
C 1.9012 0.1489 -0.1532 0.465 -1.524 -0.458
O 3.1742 -0.2713 -0.3192 -0.820 0.948 0.072
N 1.5834 1.3760 -0.1533 1.104 2.097 0.060
O 0.2460 1.4043 0.0645 -1.447 -0.948 0.201
H -3.2035 0.0669 -0.6873 0.230 -0.001 0.051
H -1.7383 -1.2508 0.5904 0.308 -0.892 0.171
H -1.9562 0.4011 1.2040 0.387 -0.557 -0.310
H 3.1471 -1.2143 -0.2185 0.120 -0.911 0.020
```
Forces are in eV/Å.

Entry 4:
Here is a structure of composition C3H4N2O3 at a distorted geometry from the OMol25 dataset. Energies are from the ωB97M-V functional and the def2-TZVPD basis.

Output
E_LUMO in eV: -0.28
Strongest force on any atom in eV/A: 6.0
Orbital gap in eV: 9.180
Highest occupied orbital energy in Ha: -0.348
DFT total energy in Eh: -451.6862

The geometry in XYZ format:
```
12
Properties=species:S:1:pos:R:3:forces:R:3
C 0.5673 -0.4320 0.9745 4.437 -0.245 1.020
C -0.8620 -0.0599 0.6739 3.447 1.343 -1.484
C -0.9588 0.5908 -0.7010 -0.630 -2.860 0.107
H 2.1519 1.5195 -0.4177 0.373 0.999 -0.661
H 0.9274 -1.5509 1.3779 -1.455 3.438 -0.607
H -1.6985 1.1214 -1.2247 -1.027 1.877 0.581
H 0.4904 -2.2533 -1.7118 -1.908 5.381 1.717
N 1.6048 0.3806 0.7706 -3.154 -2.995 0.461
N -0.5527 -0.2083 -1.6004 0.452 -0.939 -2.266
O 1.2685 1.4773 -0.0630 0.401 -0.245 0.988
O -1.7043 -0.3405 1.4248 -3.016 -0.472 1.670
O 0.2214 -1.2163 -1.0993 2.080 -5.282 -1.525
```
Forces are in eV/Å.